# C18H33ClN6

A structure of composition C18H33ClN6 in a non-equilibrium geometry (ωB97M-V/def2-TZVPD, OMol25).

```
! wB97M-V def2-TZVPD RIJCOSX def2/J DEFGRID3
* xyz 2 1
C 3.9936 -3.0054 1.9663
C 2.5667 -2.8263 1.4674
N 2.5008 -1.7459 0.5185
C 3.0046 -1.8536 -0.7978
C 2.6866 -0.5990 -1.3547
N 2.0685 0.1721 -0.4610
C 2.0179 -0.4412 0.7642
C 1.7913 1.5896 -0.7277
H 4.5540 -2.1052 2.2187
H 4.8206 -3.2676 1.3064
H 3.8079 -3.8197 2.6667
H 1.8805 -2.7636 2.3120
H 2.2217 -3.6559 0.8503
H 3.5347 -2.6818 -1.2444
H 3.0962 -0.2566 -2.2935
H 1.7619 -0.0351 1.7316
H 1.9137 2.2121 0.1587
H 0.7396 1.8020 -0.9201
H 2.3754 1.9636 -1.5686
C -4.2067 5.2973 1.8973
C -4.4164 3.9530 1.2075
N -3.1453 3.4935 0.6856
C -2.2211 2.7706 1.3696
C -1.0820 2.5671 0.5250
N -1.3393 3.2797 -0.6647
C -2.6120 3.7497 -0.6047
C -0.4671 3.3865 -1.7626
H -3.3072 5.4194 2.5008
H -4.9076 5.2518 2.7308
H -4.2872 6.2461 1.3669
H -5.1296 4.1386 0.4044
H -4.8578 3.2187 1.8813
H -2.4737 2.4666 2.3747
H -0.1764 1.9876 0.6264
H -3.0775 4.2814 -1.4214
H 0.1611 4.2720 -1.6656
H -1.0104 3.4348 -2.7063
H 0.1079 2.4665 -1.8677
C 0.3887 -5.1454 0.7574
C -0.6510 -4.5955 -0.3339
N -0.2788 -3.2844 -0.8624
C 0.6582 -3.0163 -1.8048
C 0.6052 -1.6435 -2.0973
N -0.3703 -1.0446 -1.3386
C -0.8444 -2.0334 -0.5099
C -0.6332 0.4058 -1.4080
H 1.3854 -5.3117 0.3488
H 0.1855 -6.1924 0.9825
H 0.4080 -4.5731 1.6849
H -1.6795 -4.6069 0.0270
H -0.5831 -5.3448 -1.1226
H 1.2028 -3.8226 -2.2736
H 1.0727 -1.0591 -2.8760
H -1.4995 -1.9853 0.3473
H -1.6916 0.6455 -1.3066
H -0.4788 0.8842 -2.3752
H 0.0714 0.8689 -0.7172
Cl -0.1554 0.4912 1.4079
*
```

Computed properties:
LUMO level	-5.05	eV
HOMO energy	-13.58	eV
energy above the lowest of the compared OMol25 structures with the same formula, charge and spin	796.14	kJ/mol
DFT total energy	-40643.378	eV
frontier orbital gap	8.52	eV

# C18H33F4NO13S

A cluster of 4 separate species, C18H33F4NO13S in total in a non-equilibrium geometry (ωB97M-V/def2-TZVPD, OMol25).

```
! wB97M-V def2-TZVPD RIJCOSX def2/J DEFGRID3
* xyz 0 1
N -4.0213 2.0264 4.4790
C -3.5619 2.8730 3.3828
C -4.4140 2.7255 2.1010
C -5.0897 1.3699 1.8914
C -4.3982 0.3671 0.9743
O -4.9503 -0.9116 1.1707
C -4.9759 -1.7083 0.0868
O -5.1568 -1.3836 -1.0313
F -4.8486 -2.9439 0.4878
S -2.6098 0.0915 1.2521
O -2.2298 0.2300 2.6244
O -2.3015 -1.1288 0.5584
C -1.7297 1.3989 0.2368
F -0.7047 0.8239 -0.3862
F -2.5670 1.9049 -0.6893
F -1.2728 2.3884 1.0044
H -4.2322 2.5449 5.3145
H -3.3787 1.2756 4.6749
H -2.5092 2.6958 3.1857
H -3.6331 3.9139 3.6988
H -5.2055 3.4717 2.1462
H -3.8144 3.0066 1.2339
H -5.3231 0.8891 2.8372
H -6.0395 1.5539 1.3866
H -4.4902 0.7023 -0.0573
C 2.1014 -0.1253 -0.5149
C 3.5068 -0.3863 -0.0196
O 3.9194 -1.7400 -0.2725
C 4.2800 -1.9976 -1.5274
O 4.3143 -1.2083 -2.4350
O 4.5987 -3.2897 -1.6096
C 4.9360 -3.7317 -2.9285
H 1.4041 -0.8462 -0.0871
H 1.7902 0.8780 -0.2308
H 2.0516 -0.2096 -1.6004
H 3.5602 -0.2757 1.0614
H 4.2229 0.3032 -0.4652
H 5.7145 -3.1070 -3.3593
H 4.0549 -3.7209 -3.5680
H 5.2954 -4.7501 -2.8183
C 0.9609 -4.5192 -2.1725
C 1.4727 -4.3516 -0.7580
O 0.6547 -5.0547 0.1919
C 0.8561 -6.3666 0.2526
O 1.6617 -6.9967 -0.3828
O 0.0144 -6.8744 1.1545
C 0.0838 -8.2949 1.2925
H -0.0859 -4.2195 -2.2358
H 1.5430 -3.8999 -2.8565
H 1.0366 -5.5565 -2.4960
H 1.4189 -3.3074 -0.4578
H 2.5082 -4.6728 -0.6625
H 1.1041 -8.6171 1.4864
H -0.2921 -8.7815 0.3938
H -0.5504 -8.5446 2.1377
C 1.7973 4.2438 -2.9593
C 0.8764 4.2267 -1.7585
O 1.5046 4.7943 -0.5982
C 1.5545 6.1246 -0.5702
O 1.0950 6.8712 -1.3938
O 2.1921 6.4903 0.5414
C 2.3677 7.9026 0.6845
H 2.7406 3.7520 -2.7194
H 1.3335 3.7239 -3.7973
H 2.0177 5.2652 -3.2655
H 0.6410 3.1998 -1.4830
H -0.0612 4.7424 -1.9637
H 1.4177 8.4231 0.5900
H 3.0680 8.2737 -0.0617
H 2.7759 8.0537 1.6790
*
```

Computed properties:
LUMO level	0.52	eV
HOMO energy	-9.54	eV
DFT total energy	-69013.893	eV
frontier orbital gap	10.06	eV
SMILES string	NCCC[C@H](OC(=O)F)S(=O)(=O)C(F)(F)F.CCOC(=O)OC.CCOC(=O)OC.CCOC(=O)OC

# C18H33N2O5P

A cluster of 2 separate species, C18H33N2O5P in total in a non-equilibrium geometry (ωB97M-V/def2-TZVPD, OMol25).

```
! wB97M-V def2-TZVPD RIJCOSX def2/J DEFGRID3
* xyz 0 1
C -3.4571 3.0814 -1.7710
C -2.2033 2.8646 -2.6100
O -0.9982 3.1050 -1.8621
P -0.2420 1.8372 -1.2858
O 0.2402 0.8676 -2.2907
C 1.0607 2.5622 -0.2928
C 2.4974 2.3720 -0.8262
C 3.2693 1.1463 -0.3057
C 4.2734 1.5020 0.7806
C 3.6441 1.6099 2.1596
C 3.0959 0.2865 2.7317
N 3.8205 -0.9308 2.4315
O 4.0692 0.5107 -1.3118
C 3.5182 0.0054 -2.4492
O 3.6446 0.5784 -3.5420
C 2.9153 -1.3747 -2.3428
N 3.1484 -2.0523 -1.0531
O -1.3405 1.2522 -0.2821
C -1.3412 -0.1468 0.0389
C -0.4085 -0.4588 1.1949
H -3.9538 4.0141 -2.0186
H -4.1706 2.2798 -1.9491
H -3.2088 3.0583 -0.7162
H -2.1873 1.8640 -3.0348
H -2.1824 3.5531 -3.4487
H 0.9319 2.1937 0.7236
H 0.8723 3.6338 -0.2474
H 3.0288 3.2663 -0.5030
H 2.5070 2.3875 -1.9121
H 2.5608 0.4528 0.1548
H 4.8020 2.4202 0.5279
H 5.0234 0.7143 0.7883
H 2.8586 2.3678 2.1745
H 4.4146 1.9830 2.8369
H 3.0813 0.3913 3.8152
H 2.0597 0.1462 2.4284
H 4.7168 -0.9703 2.8856
H 3.9121 -1.1152 1.4442
H 1.8614 -1.2991 -2.5833
H 3.3700 -1.9304 -3.1619
H 2.2748 -2.4215 -0.7106
H 3.7162 -2.8730 -1.2048
H -2.3556 -0.3712 0.3594
H -1.1314 -0.7491 -0.8399
H -0.7997 -1.3110 1.7474
H -0.3527 0.3872 1.8721
H 0.5879 -0.7296 0.8632
C -6.4966 -3.2142 1.1819
C -5.7785 -4.0082 2.0650
C -4.4018 -4.1225 1.9349
C -3.7436 -3.4437 0.9192
C -4.4627 -2.6532 0.0339
C -5.8390 -2.5368 0.1651
H -7.5695 -3.1228 1.2867
H -6.2924 -4.5389 2.8553
H -3.8423 -4.7411 2.6241
H -2.6693 -3.5330 0.8168
H -3.9497 -2.1274 -0.7614
H -6.3986 -1.9188 -0.5245
*
```

Computed properties:
LUMO level	0.62	eV
HOMO energy	-9.11	eV
energy above the lowest of the compared OMol25 structures with the same formula, charge and spin	24.86	kJ/mol
DFT total energy	-41709.819	eV
frontier orbital gap	9.72	eV
SMILES string	CCOP(=O)(CC[C@H](CCCN)OC(=O)CN)OCC.c1ccccc1

Copy entry 1 word for word.
# C18H33ClN6

A structure of composition C18H33ClN6 in a non-equilibrium geometry (ωB97M-V/def2-TZVPD, OMol25).

```
! wB97M-V def2-TZVPD RIJCOSX def2/J DEFGRID3
* xyz 2 1
C 3.9936 -3.0054 1.9663
C 2.5667 -2.8263 1.4674
N 2.5008 -1.7459 0.5185
C 3.0046 -1.8536 -0.7978
C 2.6866 -0.5990 -1.3547
N 2.0685 0.1721 -0.4610
C 2.0179 -0.4412 0.7642
C 1.7913 1.5896 -0.7277
H 4.5540 -2.1052 2.2187
H 4.8206 -3.2676 1.3064
H 3.8079 -3.8197 2.6667
H 1.8805 -2.7636 2.3120
H 2.2217 -3.6559 0.8503
H 3.5347 -2.6818 -1.2444
H 3.0962 -0.2566 -2.2935
H 1.7619 -0.0351 1.7316
H 1.9137 2.2121 0.1587
H 0.7396 1.8020 -0.9201
H 2.3754 1.9636 -1.5686
C -4.2067 5.2973 1.8973
C -4.4164 3.9530 1.2075
N -3.1453 3.4935 0.6856
C -2.2211 2.7706 1.3696
C -1.0820 2.5671 0.5250
N -1.3393 3.2797 -0.6647
C -2.6120 3.7497 -0.6047
C -0.4671 3.3865 -1.7626
H -3.3072 5.4194 2.5008
H -4.9076 5.2518 2.7308
H -4.2872 6.2461 1.3669
H -5.1296 4.1386 0.4044
H -4.8578 3.2187 1.8813
H -2.4737 2.4666 2.3747
H -0.1764 1.9876 0.6264
H -3.0775 4.2814 -1.4214
H 0.1611 4.2720 -1.6656
H -1.0104 3.4348 -2.7063
H 0.1079 2.4665 -1.8677
C 0.3887 -5.1454 0.7574
C -0.6510 -4.5955 -0.3339
N -0.2788 -3.2844 -0.8624
C 0.6582 -3.0163 -1.8048
C 0.6052 -1.6435 -2.0973
N -0.3703 -1.0446 -1.3386
C -0.8444 -2.0334 -0.5099
C -0.6332 0.4058 -1.4080
H 1.3854 -5.3117 0.3488
H 0.1855 -6.1924 0.9825
H 0.4080 -4.5731 1.6849
H -1.6795 -4.6069 0.0270
H -0.5831 -5.3448 -1.1226
H 1.2028 -3.8226 -2.2736
H 1.0727 -1.0591 -2.8760
H -1.4995 -1.9853 0.3473
H -1.6916 0.6455 -1.3066
H -0.4788 0.8842 -2.3752
H 0.0714 0.8689 -0.7172
Cl -0.1554 0.4912 1.4079
*
```

Computed properties:
LUMO level	-5.05	eV
HOMO energy	-13.58	eV
energy above the lowest of the compared OMol25 structures with the same formula, charge and spin	796.14	kJ/mol
DFT total energy	-40643.378	eV
frontier orbital gap	8.52	eV